C4H13N3 in the gas phase at a distorted geometry. Source: the Open Molecules 2025 dataset; level of theory: ωB97M-V with the def2-TZVPD basis set.

```
20
Properties=species:S:1:pos:R:3:forces:R:3:lowdin_charge:R:1
C -0.110752 1.030394 -0.138973 0.145 -0.458 0.033 -0.2328
N -0.453759 0.145605 0.983902 0.394 0.291 -0.561 -0.0762
C -1.673961 -0.577617 0.827617 -1.142 -0.528 -0.522 -0.3178
N -2.788514 0.154352 0.160402 0.068 -0.174 0.170 0.0016
C 1.396643 1.189265 -0.382647 -1.132 -0.106 0.659 -0.2468
N 2.179023 0.043952 -0.725851 1.159 -0.407 -0.982 -0.1315
C 1.893129 -1.346432 -0.391489 0.828 1.134 0.456 -0.1144
H -0.599436 0.668327 -1.045131 0.011 -0.124 0.036 0.1091
H -0.503280 2.037238 0.030838 -0.105 0.044 -0.109 0.1068
H -0.358072 0.668319 1.831805 -0.335 -0.024 0.516 0.1024
H -2.015996 -1.029841 1.761990 0.309 0.338 0.234 0.1108
H -1.535121 -1.445865 0.170412 0.559 0.079 0.017 0.1015
H -3.574778 0.320594 0.768022 0.033 0.254 0.423 0.0500
H -3.172361 -0.446522 -0.554464 0.055 0.056 -0.256 0.0529
H 1.808539 1.645517 0.526393 0.059 0.394 -0.173 0.1041
H 1.385543 1.869255 -1.235860 0.655 0.336 0.237 0.1122
H 2.499940 0.092342 -1.674809 -0.037 0.145 -0.077 0.0847
H 0.833134 -1.431844 -0.307606 -0.667 -1.035 -0.051 0.0382
H 2.388981 -1.645499 0.536174 -0.341 0.120 0.306 0.0706
H 2.401098 -1.941541 -1.140726 -0.516 -0.335 -0.356 0.0746
```
Positions in Å, forces in eV/Å.

Summary:
- ΔE to the lowest compared entry with this formula, charge and spin: 1.5124 eV
- LUMO energy: 1.02 eV
- Electronic energy: -8827.900 eV
- Total charge: 0
- Max |F|: 1.573 eV Å⁻¹

=====

C42H56BLaN10O6S2 as an isolated structure. Source: the Open Molecules 2025 dataset; level of theory: ωB97M-V with the def2-TZVPD basis set.

```
118
Properties=species:S:1:pos:R:3:forces:R:3:lowdin_charge:R:1
La -0.197809 -1.344690 0.268348 -0.140 -0.428 0.182 1.9657
C -3.399210 -0.977360 4.259618 0.033 -0.040 0.002 -0.0495
C -1.882151 -0.721106 4.246709 -0.072 -0.033 -0.151 -0.3503
C -1.117560 -1.998558 3.955194 0.019 0.158 0.159 -0.1089
C -1.593292 0.462286 3.350445 0.067 -0.107 0.094 -0.2577
C -2.044218 1.735454 3.708464 -0.067 0.011 0.093 0.0044
C -1.730578 2.556205 2.657892 0.096 -0.122 -0.151 -0.2046
C -2.061374 4.021422 2.626268 -0.007 -0.037 0.077 -0.3705
C -3.579113 4.220351 2.704208 -0.028 -0.006 0.013 -0.0707
C -1.370520 4.754193 3.780837 0.015 0.028 0.016 -0.0644
N -1.104468 1.801710 1.711075 0.121 0.043 0.134 0.0583
N -0.995476 0.498796 2.162113 -0.226 0.506 -0.084 0.0412
B -0.542280 2.318867 0.335931 -0.031 -0.095 0.028 -0.4692
N -1.355876 1.814232 -0.913439 -0.036 -0.136 -0.085 0.0571
N -1.324886 0.482882 -1.286502 -0.291 0.545 -0.209 0.0216
C -2.162175 0.348610 -2.322400 0.129 -0.122 0.111 -0.2474
C -2.729151 1.579860 -2.620018 -0.135 -0.007 -0.104 -0.0046
C -2.217326 2.493641 -1.731053 0.193 -0.017 0.155 -0.1715
C -2.655825 3.947337 -1.920009 0.062 -0.070 -0.010 -0.3388
C -2.634687 4.962317 -0.786685 0.048 -0.048 -0.033 -0.0625
C -2.026131 4.529306 -3.196328 0.000 0.025 0.036 -0.0596
C -2.513579 -0.870659 -3.151181 0.098 0.010 0.049 -0.3478
C -2.898099 -2.115813 -2.363149 -0.024 0.095 0.098 -0.0508
C -1.456394 -1.168808 -4.218542 0.038 0.018 0.039 -0.0388
N 0.993781 2.050667 0.228656 0.110 -0.063 -0.108 0.0483
N 1.550372 0.791544 0.326701 0.317 0.288 0.103 0.0290
C 2.878959 0.957891 0.274885 -0.090 -0.200 0.078 -0.2751
C 3.181016 2.314340 0.151705 0.129 0.032 -0.068 0.0084
C 1.984664 2.979194 0.117182 -0.241 -0.105 0.056 -0.2071
C 1.901617 4.468213 -0.096632 -0.050 0.003 0.052 -0.3518
C 1.281788 4.806614 -1.449916 0.016 0.056 -0.017 -0.0540
C 1.307917 5.268564 1.064122 0.037 0.012 0.022 -0.0546
C 4.010488 -0.047987 0.376475 -0.056 -0.005 0.034 -0.3421
C 3.763894 -1.458345 -0.163760 0.120 0.098 -0.106 -0.0721
C 4.580415 -0.024534 1.805971 -0.003 -0.035 -0.027 -0.0824
H -3.629884 -1.786769 4.959613 0.000 0.039 -0.034 0.0752
H -3.760910 -1.269052 3.272300 0.021 0.023 0.050 0.0645
H -3.954969 -0.087994 4.566545 0.039 -0.021 -0.011 0.0682
H -1.598598 -0.387085 5.249576 0.002 0.005 0.088 0.1289
H -1.288812 -2.334122 2.937439 -0.028 -0.013 -0.050 0.0161
H -1.466627 -2.796152 4.617674 -0.008 0.012 -0.010 0.0838
H -0.044865 -1.879221 4.097308 -0.191 0.002 0.022 -0.0075
H -2.555151 2.006096 4.622076 0.047 -0.026 -0.092 0.1145
H -1.707878 4.454834 1.703238 0.067 0.049 -0.250 0.0685
H -3.953005 3.892041 3.678453 0.012 0.020 -0.062 0.0751
H -4.097127 3.632906 1.943059 0.036 0.033 0.022 0.0824
H -3.841506 5.275255 2.573586 0.016 -0.042 0.018 0.0761
H -1.755550 4.406056 4.743962 0.033 0.013 -0.063 0.0736
H -1.547216 5.832845 3.711761 -0.003 -0.059 0.013 0.0761
H -0.293090 4.579389 3.768620 -0.034 0.011 -0.016 0.0752
H -0.671594 3.496226 0.333887 -0.027 0.116 -0.025 0.0857
H -3.448987 1.779417 -3.401260 0.049 -0.007 0.062 0.1179
H -3.715293 3.823416 -2.153691 -0.087 -0.023 -0.022 0.1274
H -1.632506 5.276745 -0.508599 0.150 -0.012 0.036 0.0597
H -3.139392 4.574252 0.091630 -0.003 -0.040 0.119 0.0574
H -3.178641 5.853063 -1.115731 0.025 -0.024 0.011 0.0805
H -0.952125 4.671369 -3.091356 0.025 0.011 0.012 0.0592
H -2.475566 5.501534 -3.422137 0.019 -0.027 0.008 0.0749
H -2.188725 3.866995 -4.046805 0.002 0.018 0.035 0.0742
H -3.410642 -0.546646 -3.683366 -0.086 0.029 -0.067 0.1206
H -2.033731 -2.514543 -1.838414 -0.092 -0.116 -0.001 0.0364
H -3.241873 -2.895014 -3.048957 0.011 0.034 -0.011 0.0863
H -3.687467 -1.897294 -1.641688 0.039 -0.024 -0.049 0.0770
H -0.538150 -1.546415 -3.773756 -0.034 0.014 -0.012 0.0567
H -1.205520 -0.269385 -4.786166 -0.010 -0.021 0.005 0.0811
H -1.828678 -1.926515 -4.913251 0.017 0.022 0.037 0.0814
H 4.165649 2.752834 0.066930 -0.094 -0.045 0.000 0.1177
H 2.951605 4.759516 -0.151439 0.093 0.055 0.015 0.1237
H 0.317634 4.322695 -1.547254 -0.187 -0.026 -0.002 0.0393
H 1.913917 4.442404 -2.264019 -0.042 0.008 0.056 0.0908
H 1.146230 5.886969 -1.570010 0.022 -0.064 0.017 0.0823
H 0.235576 5.125940 1.156975 -0.088 -0.014 0.007 0.0414
H 1.494427 6.336308 0.910336 -0.007 -0.050 0.006 0.0765
H 1.768680 4.973226 2.010819 -0.028 0.013 -0.065 0.0848
H 4.789853 0.387635 -0.253981 0.036 0.027 -0.054 0.1285
H 2.732169 -1.755101 -0.064709 -0.177 -0.178 0.121 -0.0041
H 4.366762 -2.190670 0.375793 -0.020 0.016 -0.007 0.0730
H 4.008515 -1.519716 -1.225674 0.012 0.014 0.042 0.0762
H 3.846095 -0.370203 2.530013 -0.009 -0.013 -0.007 0.0174
H 4.892840 0.988990 2.074285 -0.019 -0.044 -0.007 0.0677
H 5.451752 -0.684126 1.869680 -0.045 0.048 -0.020 0.0761
N -1.619438 -3.674546 1.081957 0.055 0.110 -0.111 -0.0510
N -2.962240 -3.431939 1.415671 0.035 0.012 0.025 -0.0174
C -3.504677 -2.191880 0.999116 0.067 0.225 -0.070 -0.7760
O -4.734323 -2.092599 1.031640 0.179 0.018 -0.068 -0.0194
O -2.649336 -1.299700 0.674964 0.005 -0.247 0.035 -0.2268
H -1.497103 -4.086195 0.161909 0.082 -0.067 -0.103 0.0633
H -1.177411 -4.268601 1.767576 0.120 0.012 0.094 0.0762
H -3.606787 -4.189306 1.261337 -0.088 -0.130 -0.019 0.1195
S 1.853194 -2.179896 2.526514 0.106 -0.034 -0.109 0.5263
C 2.104938 -3.747543 1.886437 -0.079 -0.066 -0.055 -1.1132
N 1.312139 -4.357070 1.055941 0.089 -0.260 -0.071 -0.0002
C 1.787764 -5.617035 0.702839 -0.071 0.256 0.151 -0.3060
C 1.163852 -6.497781 -0.177759 -0.075 -0.044 -0.137 -0.0164
C 1.736103 -7.738393 -0.409457 -0.008 0.084 -0.026 -0.0980
C 2.928212 -8.113156 0.215457 0.009 0.081 0.029 -0.1201
C 3.570021 -7.239585 1.080917 -0.067 0.009 -0.025 -0.1155
C 2.992117 -5.996721 1.315381 0.087 -0.010 0.037 -0.4937
S 3.543510 -4.692120 2.319524 0.064 0.052 0.123 0.9736
H 0.272968 -6.180630 -0.708253 0.052 0.003 0.036 0.1042
H 1.263592 -8.415059 -1.111945 0.014 0.016 0.030 0.0946
H 3.367894 -9.081287 0.005948 -0.017 0.016 0.014 0.0879
H 4.503076 -7.515407 1.557313 -0.010 0.004 -0.009 0.0950
O 5.000124 -0.679970 -5.460278 -0.268 -0.159 -0.183 -0.0748
C 4.317849 -1.708501 -5.247203 0.572 -0.211 0.373 -0.6938
O 4.428406 -2.861165 -5.710885 -0.114 0.285 -0.135 -0.0566
C 3.240330 -1.547229 -4.148717 -0.187 0.067 -0.089 -0.0996
C 2.969683 -0.295563 -3.608268 0.020 -0.024 0.004 -0.0022
C 2.018011 -0.175742 -2.612680 -0.125 0.012 0.023 -0.1402
N 1.328447 -1.216148 -2.136600 -0.085 0.092 0.225 0.0177
C 1.548973 -2.418012 -2.686828 -0.051 0.102 -0.081 -0.2143
C 2.492857 -2.623078 -3.680552 -0.019 -0.016 -0.037 0.0611
C 0.596649 -3.520355 -2.246328 -0.155 0.164 0.047 -0.6068
O 0.526887 -4.553890 -2.893097 0.060 -0.103 0.105 0.0470
O -0.137491 -3.212585 -1.228645 0.183 -0.202 -0.332 -0.3207
H 3.524889 0.558629 -3.974360 -0.021 -0.024 0.008 0.1091
H 1.789208 0.788663 -2.169839 0.004 -0.048 -0.039 0.0975
H 2.626782 -3.608156 -4.105196 0.029 0.032 -0.005 0.1244
```
Positions in Å, forces in eV/Å.

Summary:
- ΔE to the lowest compared entry with this formula, charge and spin: 0.0000 eV
- LUMO energy: 3.68 eV
- Electronic energy: -94868.514 eV
- Total charge: -2
- Max |F|: 0.715 eV Å⁻¹

=====

Summary of HOMO-LUMO gap in eV
8.877 6.893
(order as listed above)